Molecular formula: C6H33NO10
Method: DFT, ωB97M-V/def2-TZVPD

Calculated values
- relative energy (zero: lowest compared OMol25 entry of this formula, charge and spin) (kJ/mol) = 205.9
- HOMO (eV) = -8.5
- structure (SMILES) = CCC/C=C(/C)N.O.O.O.O.O.O.O.O.O.O
- lowest unoccupied orbital energy (hartree) = 0.0060
- gap between HOMO and LUMO (eV) = 8.66

Last column: natural (NBO) charge in e.
Cartesian coordinates (Å):
C1 1.05545 2.43534 2.40841  -0.6002
C2 0.92077 1.01600 1.86537  -0.3837
C3 -0.16994 0.83952 0.81504  -0.4512
C4 -0.21356 -0.51858 0.16665  -0.2854
C5 0.31225 -0.82373 -1.03675  0.2059
C6 -0.12121 -2.15131 -1.63487  -0.6974
N1 0.58852 0.13936 -2.02381  -0.8798
H1 1.71232 2.44615 3.28328  0.2063
H2 1.55522 3.07689 1.68972  0.1914
H3 0.13874 2.93796 2.71739  0.2114
H4 1.94337 0.71687 1.61427  0.1836
H5 0.68603 0.30198 2.66412  0.1901
H6 -0.20803 1.56448 0.00207  0.2098
H7 -1.07918 1.08815 1.36769  0.2054
H8 -0.52295 -1.32599 0.81553  0.1754
H9 0.73693 -2.83444 -1.73709  0.2651
H10 -0.70567 -1.98012 -2.53638  0.2099
H11 -0.68023 -2.78064 -0.93581  0.2233
H12 1.08658 -0.21384 -2.82535  0.3779
H13 1.15065 0.87365 -1.61674  0.4097
O1 -2.32563 2.83799 0.10131  -0.9729
H14 -2.29501 1.88128 -0.05087  0.4888
H15 -3.08868 2.88408 0.69210  0.4944
O2 -4.44583 0.52595 0.68253  -0.9722
H16 -3.84109 -0.13066 1.03653  0.4793
H17 -4.17604 0.79314 -0.20615  0.4923
O3 2.98037 0.65160 -0.83171  -0.9685
H18 3.23638 1.54601 -0.57347  0.5045
H19 3.51375 0.44755 -1.60589  0.4754
O4 -0.61502 2.99146 -2.10652  -0.9853
H20 -1.32282 3.00558 -1.42600  0.5032
H21 -0.50519 2.03111 -2.20956  0.4722
O5 2.05098 3.22346 -1.06322  -0.9919
H22 1.33379 3.13017 -1.70494  0.5083
H23 1.78361 3.81096 -0.35762  0.4798
O6 2.79396 -1.86481 1.89261  -0.9725
H24 2.94002 -1.37477 2.71207  0.4821
H25 2.64885 -1.13507 1.27074  0.4934
O7 -2.83402 -2.28766 0.90507  -0.9419
H26 -3.28858 -3.07863 1.22580  0.4807
H27 -2.39817 -2.01006 1.72116  0.4677
O8 -2.66601 0.28368 -1.63919  -0.9756
H28 -2.15435 0.50367 -2.42368  0.4865
H29 -2.32591 -0.56760 -1.32977  0.4964
O9 0.57985 -3.84460 2.03017  -0.9396
H30 0.32985 -3.09498 1.48200  0.4588
H31 1.50762 -3.60805 2.18904  0.4850
O10 2.39138 -3.31669 -0.62550  -0.9390
H32 2.98968 -2.71497 -0.16460  0.4755
H33 1.76641 -3.48560 0.09394  0.4677